[1]
C3H7N3O in the gas phase at a distorted geometry, computed with ωB97M-V with the def2-TZVPD basis set.

Values from the calculation:
Kohn-Sham gap   7.910 eV
Relative energy (zero: lowest compared OMol25 entry of this formula, charge and spin)   271.5 kJ/mol
Energy   -357.946460 a.u.
SMILES   [H]/N=C/C(N)=C(\N)O
Max |F|   0.052 hartree/bohr
2S+1   1

Structure (XYZ):
```
14
Properties=species:S:1:pos:R:3:forces:R:3
H -0.16047 -3.10300 1.27389 0.657 -0.091 -0.729
N 0.42720 -2.26512 1.26755 -1.227 1.077 0.808
C -0.13137 -1.32618 0.59337 -0.456 0.259 -2.494
C 0.24124 0.08276 0.52456 0.084 -1.624 -0.639
N 1.20670 0.55947 1.38589 0.344 0.207 -0.307
C -0.14333 0.61677 -0.69359 0.976 2.038 1.453
N -1.39645 0.65118 -1.30447 -0.554 -0.952 -0.438
O 0.63881 1.64396 -1.17395 -0.236 -0.098 -0.180
H -0.68592 -1.43078 -0.45789 -0.096 -0.998 2.362
H 1.70411 1.37512 1.05141 0.049 -0.202 0.203
H 1.78176 -0.18068 1.78214 -0.010 0.274 -0.178
H -2.05925 0.01613 -0.87089 0.111 0.132 -0.174
H -1.78215 1.59368 -1.28317 0.178 -0.183 0.098
H 0.35911 1.76668 -2.09486 0.183 0.163 0.215
```
Positions in Å, forces in eV/Å.

Charges obtained by Mulliken population analysis, quoted in units of e:
1 H 0.23
2 N -0.71
3 C 0.00
4 C 0.42
5 N -0.53
6 C 0.33
7 N -0.66
8 O -0.55
9 H 0.14
10 H 0.25
11 H 0.26
12 H 0.25
13 H 0.23
14 H 0.34


[2]
C3H7N3O as an isolated structure at a distorted geometry, computed with ωB97M-V with the def2-TZVPD basis set.

Values from the calculation:
Kohn-Sham gap   10.403 eV
Relative energy (zero: lowest compared OMol25 entry of this formula, charge and spin)   310.4 kJ/mol
Energy   -357.931664 a.u.
Max |F|   0.039 hartree/bohr
2S+1   1

Structure (XYZ):
```
14
Properties=species:S:1:pos:R:3:forces:R:3
C -0.77980 1.92209 -0.31601 -0.082 0.311 -0.091
N -0.78450 0.71713 0.51381 0.788 0.137 0.466
C 0.35592 0.00365 0.30805 1.237 1.512 0.342
O 1.07394 0.21140 -0.67932 -0.266 1.297 0.238
N 0.92892 -1.01196 1.13664 -0.122 -0.205 -0.157
C 0.95294 -1.81597 -0.10293 -0.972 -1.535 0.052
N -0.24891 -1.93341 -0.50475 0.351 -0.861 -0.564
H -0.74801 1.62977 -1.36692 -0.088 0.059 0.209
H 0.12785 2.49811 -0.10907 -0.230 0.153 -0.154
H -1.66774 2.52501 -0.13589 -0.015 -0.127 0.130
H -1.04463 0.84069 1.48088 -0.180 -0.103 -0.009
H 0.32594 -1.53408 1.76813 -0.354 0.559 0.095
H 1.92694 -2.12374 -0.49463 -0.366 0.121 -0.102
H -0.41886 -1.92869 -1.49800 0.297 -1.319 -0.454
```
Positions in Å, forces in eV/Å.

Charges obtained by Mulliken population analysis, quoted in units of e:
1 C -0.75
2 N -0.29
3 C 0.70
4 O -0.60
5 N -0.51
6 C 0.07
7 N -0.63
8 H 0.25
9 H 0.29
10 H 0.31
11 H 0.28
12 H 0.31
13 H 0.36
14 H 0.22


[3]
C3H7N3O in the gas phase, computed with ωB97M-V with the def2-TZVPD basis set.

Values from the calculation:
Kohn-Sham gap   10.393 eV
Relative energy (zero: lowest compared OMol25 entry of this formula, charge and spin)   9.9 kJ/mol
Energy   -358.046099 a.u.
SMILES   [H]/N=C/NC(=O)NC
Max |F|   0.007 hartree/bohr
2S+1   1

Structure (XYZ):
```
14
Properties=species:S:1:pos:R:3:forces:R:3
H -4.08751 -0.48851 -0.51436 0.051 0.028 0.089
N -3.34726 -0.34540 0.16842 0.202 0.044 -0.263
C -2.24177 -0.15786 -0.42758 -0.062 -0.009 0.056
N -1.08916 0.06003 0.30576 -0.080 -0.034 0.016
C 0.16751 0.11546 -0.29188 0.044 -0.026 -0.079
O 0.31190 0.06465 -1.50113 -0.025 0.009 0.349
N 1.19781 0.23936 0.59734 -0.144 -0.033 0.000
C 2.57395 0.12688 0.16295 0.161 0.000 -0.069
H -2.05656 -0.14424 -1.50347 -0.087 -0.024 0.126
H -1.20179 0.03479 1.30978 0.069 0.013 -0.111
H 1.00376 0.19948 1.58510 -0.024 -0.005 -0.148
H 2.57315 0.14369 -0.92748 0.042 0.006 0.151
H 3.02393 -0.81342 0.50293 -0.053 0.146 -0.063
H 3.17204 0.96510 0.53361 -0.094 -0.116 -0.054
```
Positions in Å, forces in eV/Å.

Charges obtained by Mulliken population analysis, quoted in units of e:
1 H 0.26
2 N -0.65
3 C 0.02
4 N -0.26
5 C 0.65
6 O -0.64
7 N -0.23
8 C -0.79
9 H 0.33
10 H 0.25
11 H 0.20
12 H 0.31
13 H 0.28
14 H 0.26


[4]
C3H7N3O2 in the gas phase at a distorted geometry, computed with ωB97M-V with the def2-TZVPD basis set.

Values from the calculation:
Kohn-Sham gap   10.082 eV
Relative energy (zero: lowest compared OMol25 entry of this formula, charge and spin)   242.4 kJ/mol
Energy   -433.230461 a.u.
SMILES   CO/N=C(\N)C(N)=O
Max |F|   0.040 hartree/bohr
2S+1   1

Structure (XYZ):
```
15
Properties=species:S:1:pos:R:3:forces:R:3
C -2.45860 -1.18220 -0.02525 0.134 -0.242 -0.072
O -1.67444 -0.00216 -0.08421 1.050 -0.388 -0.114
N -0.25461 -0.38049 -0.14702 -1.503 1.125 0.783
C 0.42383 0.68886 0.08580 1.691 -0.676 -0.956
N -0.01724 1.97120 0.27342 0.117 -0.565 -0.273
C 2.00481 0.47968 -0.03689 -0.904 0.444 0.251
N 2.43722 -0.80291 0.09430 -0.535 0.373 -0.023
O 2.71978 1.44877 -0.22047 -0.412 -0.467 0.128
H -2.29119 -1.79767 -0.91580 0.003 0.009 0.132
H -3.51481 -0.89726 0.00981 0.280 0.205 -0.015
H -2.22085 -1.75894 0.87549 -0.006 0.030 -0.133
H 0.64623 2.68705 -0.00936 -0.050 -0.288 0.195
H -0.97230 2.10566 -0.03571 0.150 0.064 0.155
H 1.75323 -1.54783 0.14733 0.204 0.238 -0.009
H 3.41894 -1.01175 -0.01145 -0.218 0.138 -0.049
```
Positions in Å, forces in eV/Å.

Charges obtained by Mulliken population analysis, quoted in units of e:
1 C -0.55
2 O -0.25
3 N -0.48
4 C 0.41
5 N -0.46
6 C 0.50
7 N -0.35
8 O -0.61
9 H 0.24
10 H 0.24
11 H 0.25
12 H 0.28
13 H 0.28
14 H 0.25
15 H 0.25


[5]
C3H7N3O2 as an isolated structure at a distorted geometry, computed with ωB97M-V with the def2-TZVPD basis set.

Values from the calculation:
Kohn-Sham gap   9.514 eV
Relative energy (zero: lowest compared OMol25 entry of this formula, charge and spin)   740.0 kJ/mol
Energy   -433.040930 a.u.
Max |F|   0.161 hartree/bohr
2S+1   1

Structure (XYZ):
```
15
Properties=species:S:1:pos:R:3:forces:R:3
C -0.81282 -0.31913 -1.37677 -1.399 2.546 0.187
C 1.11970 0.51287 -0.15760 -3.140 2.308 0.777
C 1.07880 -0.67812 0.93061 1.901 -0.580 -7.768
H -1.29817 0.62844 0.62625 -1.151 -1.661 -3.435
H -2.55284 -0.06999 -0.68694 1.878 1.227 1.524
H 1.18818 0.02895 -2.26419 -3.566 -0.712 3.377
H 2.08705 1.03814 -0.49211 -1.488 -0.973 1.269
H 0.13519 1.33921 0.10055 4.105 -1.582 0.275
H 1.19116 -1.74017 0.33358 -0.328 2.357 2.016
H 0.76123 1.24752 3.53515 -0.797 -1.469 -5.700
N -1.56976 0.28532 -0.41598 -2.492 0.127 3.886
N 0.46496 0.01807 -1.32268 6.639 -0.992 -4.823
N 0.67181 -0.60317 2.05144 -1.117 3.139 5.548
O -1.46065 -0.75064 -2.29029 0.299 -1.934 -2.162
O 0.61128 1.06721 2.32538 0.659 -1.802 5.030
```
Positions in Å, forces in eV/Å.

Charges obtained by Mulliken population analysis, quoted in units of e:
1 C 0.46
2 C -0.60
3 C 0.19
4 H 0.23
5 H 0.26
6 H 0.30
7 H 0.36
8 H 0.37
9 H 0.27
10 H 0.33
11 N -0.46
12 N -0.22
13 N -0.32
14 O -0.64
15 O -0.54


[6]
C3H7N3O2 in the gas phase at a distorted geometry, computed with ωB97M-V with the def2-TZVPD basis set.

Values from the calculation:
Kohn-Sham gap   8.987 eV
Relative energy (zero: lowest compared OMol25 entry of this formula, charge and spin)   139.6 kJ/mol
Energy   -433.269587 a.u.
SMILES   C/C(N)=N\NC(=O)O
Max |F|   0.023 hartree/bohr
2S+1   1

Structure (XYZ):
```
15
Properties=species:S:1:pos:R:3:forces:R:3
C 1.71825 -0.82085 0.28007 -0.344 0.191 -0.161
C 0.30717 -1.13794 -0.14943 0.088 0.772 0.118
N 0.06683 -2.42889 -0.54570 -0.040 -0.456 -0.207
N -0.66489 -0.31895 -0.24805 -0.454 -0.441 -0.138
N -0.49402 1.00805 0.00428 1.118 0.137 0.276
C -1.54407 1.85997 -0.05347 -0.403 0.333 0.009
O -2.68873 1.59953 -0.30445 -0.147 -0.108 -0.071
O -1.11276 3.12294 0.23100 0.337 0.061 0.062
H 2.31246 -1.72665 0.31106 0.125 -0.051 0.039
H 1.71409 -0.35904 1.26620 0.076 0.044 0.059
H 2.18447 -0.13087 -0.43103 -0.026 -0.066 0.094
H -0.90723 -2.61717 -0.73034 0.029 -0.077 0.043
H 0.56661 -3.16299 -0.07212 -0.045 0.045 0.012
H 0.41195 1.39115 0.26014 -0.273 -0.083 -0.087
H -1.87012 3.72169 0.18183 -0.042 -0.300 -0.048
```
Positions in Å, forces in eV/Å.

Charges obtained by Mulliken population analysis, quoted in units of e:
1 C -1.19
2 C 0.72
3 N -0.46
4 N -0.67
5 N 0.08
6 C 0.52
7 O -0.55
8 O -0.48
9 H 0.33
10 H 0.32
11 H 0.30
12 H 0.26
13 H 0.21
14 H 0.29
15 H 0.33


[7]
C3H7N3O2 in the gas phase at a distorted geometry, computed with ωB97M-V with the def2-TZVPD basis set.

Values from the calculation:
Kohn-Sham gap   9.836 eV
Relative energy (zero: lowest compared OMol25 entry of this formula, charge and spin)   615.3 kJ/mol
Energy   -433.088411 a.u.
SMILES   CO/N=C\O/C=N\N
Max |F|   0.080 hartree/bohr
2S+1   1

Structure (XYZ):
```
15
Properties=species:S:1:pos:R:3:forces:R:3
C 2.85066 -0.79495 0.08978 1.152 2.215 -2.317
O 1.61085 -0.18711 -0.43052 1.501 -2.512 -0.598
N 1.43438 0.99385 0.17570 -1.580 0.531 1.286
C 0.20270 1.34720 0.19016 1.267 2.594 -0.276
O -0.87404 0.94899 -0.51194 -0.257 -1.439 -0.154
C -1.14467 -0.41248 -0.19280 -1.907 0.370 1.721
N -2.32923 -0.75347 0.20779 3.087 -1.696 -1.347
N -3.46543 -0.05302 0.11337 0.023 3.359 -2.410
H 2.93646 -1.85359 -0.29750 -0.279 1.329 0.978
H 2.98074 -0.48383 1.11720 -0.555 -1.133 0.661
H 3.68760 -0.12556 -0.34323 -0.922 -1.406 0.046
H 0.03713 2.30198 0.67751 0.001 0.001 0.044
H -0.17261 -0.95486 -0.05395 -1.727 -0.069 -0.068
H -4.25880 -0.64365 -0.02802 -0.159 -0.658 0.260
H -3.49575 0.67051 -0.71357 0.355 -1.486 2.176
```
Positions in Å, forces in eV/Å.

Charges obtained by Mulliken population analysis, quoted in units of e:
1 C -0.57
2 O -0.14
3 N -0.48
4 C 0.08
5 O -0.33
6 C -0.02
7 N -0.21
8 N -0.48
9 H 0.25
10 H 0.33
11 H 0.24
12 H 0.38
13 H 0.46
14 H 0.26
15 H 0.23


[8]
C3H7N3O2 in the gas phase, computed with ωB97M-V with the def2-TZVPD basis set.

Values from the calculation:
Kohn-Sham gap   10.611 eV
Relative energy (zero: lowest compared OMol25 entry of this formula, charge and spin)   62.7 kJ/mol
Energy   -433.298890 a.u.
SMILES   NCC(=O)NC(N)=O
Max |F|   0.016 hartree/bohr
2S+1   1

Structure (XYZ):
```
15
Properties=species:S:1:pos:R:3:forces:R:3
N 2.30651 1.09825 -1.30854 0.472 -0.204 -0.206
C 1.02578 0.92510 -0.67140 0.078 0.533 0.615
C 0.88336 -0.40676 0.06025 -0.217 -0.145 -0.136
O 1.85984 -1.07213 0.32069 0.272 -0.062 -0.057
N -0.36187 -0.90452 0.38178 0.630 0.483 0.004
C -1.61496 -0.25223 0.39537 -0.155 -0.030 -0.513
N -1.60201 1.01597 0.88734 0.009 0.212 0.065
O -2.61493 -0.80072 0.00105 -0.068 -0.190 0.433
H 3.03210 0.79202 -0.66747 -0.059 0.206 0.209
H 2.43994 0.45385 -2.07996 -0.388 0.038 -0.175
H 0.96115 1.70945 0.09804 0.071 -0.074 -0.014
H 0.20213 1.16216 -1.34070 -0.046 -0.349 -0.211
H -0.26990 -1.85241 0.71192 -0.587 -0.166 -0.006
H -0.76452 1.55959 0.97092 0.076 -0.152 0.228
H -2.46981 1.52152 0.90738 -0.087 -0.099 -0.235
```
Positions in Å, forces in eV/Å.

Charges obtained by Mulliken population analysis, quoted in units of e:
1 N -0.68
2 C -0.85
3 C 0.75
4 O -0.61
5 N -0.12
6 C 0.45
7 N -0.33
8 O -0.58
9 H 0.27
10 H 0.27
11 H 0.32
12 H 0.44
13 H 0.26
14 H 0.17
15 H 0.23